Density functional theory data (wB97M-V/def2-TZVPD) for a structure of composition C65H56N3O2P2STeZn.

The lowest unoccupied orbital energy is -2.5 eV. The value obtained for the total energy is -161999.787 eV. As for the charge: +1. For the gap between HOMO and LUMO, the calculation gives 6.99 eV. The value obtained for the HOMO energy is -9.48 eV.

Structure (XYZ):
```
131
Properties=species:S:1:pos:R:3:forces:R:3:mulliken_charge:R:1
Zn -0.218 0.229 0.438 0.1 0.2 0.3 2.5326
C -5.721 2.400 -3.291 0.1 -0.1 0.0 -1.5376
C -4.479 2.270 -2.445 0.0 0.0 -0.1 0.0647
C -3.883 3.367 -1.841 0.0 0.0 0.1 -0.9958
C -2.760 3.267 -1.021 0.0 0.0 -0.1 0.3604
C -2.153 4.558 -0.562 0.0 -0.1 0.0 -0.2908
O -2.232 5.544 -1.263 0.0 0.0 0.0 -0.6151
C -1.470 4.663 0.768 0.0 0.1 0.1 0.4391
C -2.017 4.077 1.902 0.0 0.0 0.0 -0.1446
C -1.447 4.300 3.146 0.0 0.0 0.1 -0.4497
C -0.318 5.103 3.259 0.0 0.0 0.0 -0.5548
C 0.235 5.687 2.126 0.0 0.0 -0.1 -0.6602
C -0.350 5.478 0.886 0.0 0.0 0.0 -0.5683
C -2.141 2.015 -0.802 -0.1 -0.1 -0.2 0.5029
O -1.077 1.899 -0.055 -0.1 0.4 0.2 -0.8239
C -2.704 0.900 -1.511 -0.1 0.0 0.2 -0.1127
C -3.858 1.041 -2.273 0.1 0.0 0.0 -0.2412
C -2.028 -0.392 -1.293 0.1 0.1 -0.1 0.6759
N -0.743 -0.520 -1.471 -0.1 -0.1 -0.4 -0.8169
C -0.062 0.399 -2.400 0.1 0.0 -0.1 0.4781
C -0.402 0.142 -3.871 0.0 -0.2 0.3 -1.3755
Te -0.279 -1.921 -4.512 -0.2 0.2 0.0 0.1769
C -2.369 -2.194 -4.742 0.1 0.0 0.0 -0.1012
C -2.948 -3.398 -4.354 0.1 0.0 0.1 -0.2655
C -4.314 -3.594 -4.492 0.0 0.0 0.0 -0.5388
C -5.113 -2.591 -5.025 0.0 0.0 0.0 -0.5262
C -4.534 -1.402 -5.443 0.0 0.0 0.0 -0.5016
C -3.165 -1.205 -5.310 0.0 0.0 0.0 -0.2928
C -2.748 -1.561 -0.736 -0.1 -0.1 0.1 0.7876
C -4.104 -1.514 -0.406 0.1 0.1 -0.1 0.0807
C -4.766 -2.660 0.005 0.0 0.0 0.2 -1.2246
C -4.074 -3.853 0.146 0.0 0.0 0.0 -0.7566
C -2.719 -3.907 -0.155 0.0 0.0 0.0 -1.2898
C -2.066 -2.777 -0.612 0.0 0.0 -0.1 -0.3141
H -6.017 3.443 -3.392 0.0 0.0 0.0 0.4106
H -6.556 1.852 -2.848 0.0 0.0 0.0 0.3199
H -5.557 1.992 -4.290 0.0 0.0 0.0 0.3019
H -4.284 4.360 -2.008 0.0 0.0 0.0 0.4771
H -2.912 3.475 1.805 0.0 -0.1 0.0 0.5297
H -1.888 3.865 4.036 0.0 0.0 0.0 0.4874
H 0.121 5.290 4.232 0.0 0.0 0.0 0.5393
H 1.103 6.329 2.214 0.0 0.0 0.0 0.4344
H 0.044 5.950 -0.006 0.0 0.0 0.0 0.5047
H -4.245 0.166 -2.787 0.0 0.0 0.0 0.9544
H 1.010 0.251 -2.256 -0.1 0.0 0.0 -0.5127
H -0.280 1.446 -2.183 0.1 0.0 0.0 0.2894
H 0.281 0.713 -4.497 0.0 0.0 0.0 0.6317
H -1.420 0.465 -4.083 0.0 0.0 0.0 0.1682
H -2.329 -4.187 -3.942 0.0 0.0 0.1 0.3624
H -4.756 -4.532 -4.178 0.0 0.0 0.0 0.4196
H -6.180 -2.743 -5.130 0.0 0.0 0.0 0.4085
H -5.145 -0.627 -5.890 0.0 0.0 0.0 0.4308
H -2.726 -0.281 -5.666 0.0 0.0 0.0 0.5399
H -4.651 -0.585 -0.489 0.0 0.0 0.0 0.6285
H -5.824 -2.615 0.226 0.0 0.0 0.0 0.5056
H -4.593 -4.744 0.481 0.0 0.0 0.0 0.5280
H -2.182 -4.845 -0.071 0.0 0.0 0.0 0.5260
H -1.029 -2.823 -0.920 0.0 0.0 0.0 0.4459
N 2.819 -1.034 0.476 -0.3 0.1 -0.2 0.2371
P 1.618 -2.256 0.842 0.1 -0.2 0.3 -0.4731
C 2.569 -3.775 0.465 -0.1 0.1 0.0 0.8801
C 1.839 -4.962 0.427 0.0 0.1 -0.1 -0.3715
C 2.488 -6.179 0.284 0.0 0.0 0.0 -0.7039
C 3.870 -6.216 0.164 0.0 0.0 0.0 -0.5047
C 4.600 -5.036 0.189 0.0 0.0 0.0 -0.7781
C 3.955 -3.817 0.346 0.0 0.0 0.0 -0.3278
C 1.708 -2.369 2.678 0.0 0.0 -0.1 0.8010
C 0.609 -2.937 3.326 0.0 0.0 -0.1 -0.9695
C 0.585 -3.049 4.709 0.0 0.0 0.0 -0.3270
C 1.661 -2.589 5.456 0.0 0.0 0.0 -0.7740
C 2.777 -2.068 4.814 0.0 0.0 0.0 -0.6427
C 2.806 -1.972 3.429 0.0 0.1 0.0 -0.4931
P 2.211 0.576 0.463 0.3 -0.5 0.3 -0.1994
C 2.916 1.332 1.952 -0.2 0.0 -0.1 0.1479
C 2.163 2.252 2.671 -0.1 0.0 -0.1 0.2478
C 2.702 2.853 3.803 0.0 0.1 0.1 -0.4577
C 3.985 2.529 4.214 0.0 0.0 0.0 -0.8397
C 4.751 1.632 3.474 0.0 0.0 0.0 -0.7822
C 4.225 1.046 2.338 0.0 0.0 0.0 -0.4849
C 3.186 1.385 -0.837 -0.2 0.0 -0.1 0.9927
C 3.595 0.715 -1.987 0.0 0.0 0.0 -0.6178
C 4.321 1.385 -2.961 0.0 -0.1 0.0 -1.0765
C 4.620 2.730 -2.803 0.0 0.0 0.0 -0.6115
C 4.185 3.410 -1.674 0.0 0.0 0.0 -0.6463
C 3.469 2.744 -0.693 0.0 -0.1 0.0 -0.7605
H 3.270 -1.268 -0.404 0.3 0.0 0.2 0.1991
H 0.757 -4.927 0.514 0.0 0.0 0.0 0.3414
H 1.916 -7.098 0.266 0.0 0.0 0.0 0.4275
H 4.379 -7.165 0.055 0.0 0.0 0.0 0.3937
H 5.678 -5.064 0.095 0.0 0.0 0.0 0.4154
H 4.541 -2.906 0.390 0.0 0.0 0.0 0.3773
H -0.217 -3.313 2.726 -0.1 0.1 0.1 0.4497
H -0.269 -3.490 5.210 0.0 0.0 0.0 0.4718
H 1.639 -2.655 6.537 0.0 0.0 0.0 0.4392
H 3.631 -1.733 5.390 0.0 0.0 0.0 0.4621
H 3.686 -1.591 2.930 0.0 0.1 0.0 0.3563
H 1.167 2.518 2.330 -0.1 0.0 0.1 0.0910
H 2.117 3.574 4.360 0.0 0.0 0.0 0.5152
H 4.399 2.984 5.105 0.0 0.0 0.0 0.4349
H 5.762 1.398 3.784 0.0 0.0 0.0 0.4482
H 4.826 0.372 1.739 0.0 -0.1 0.1 0.4404
H 3.350 -0.331 -2.143 0.0 0.0 0.0 0.4796
H 4.648 0.855 -3.846 0.0 0.0 0.0 0.4449
H 5.187 3.250 -3.564 0.0 0.0 0.0 0.4111
H 4.406 4.463 -1.554 0.0 0.0 0.0 0.4526
H 3.134 3.276 0.190 0.0 0.0 0.0 0.3985
N -1.002 -0.177 2.221 0.0 -0.1 0.0 1.3160
S -2.214 0.628 2.877 -0.2 -0.1 0.4 1.0452
C -3.621 -0.442 3.191 0.0 0.1 -0.3 0.0539
C -3.451 -1.754 3.596 0.0 -0.1 0.0 -0.2405
C -4.568 -2.509 3.912 0.0 0.0 0.0 -0.6244
C -5.837 -1.947 3.828 0.0 0.0 -0.1 -0.6401
C -5.996 -0.634 3.407 0.0 0.0 0.0 -0.6992
C -4.882 0.126 3.076 0.1 0.1 -0.1 -0.1864
C -1.765 0.825 4.620 0.1 0.1 -0.1 0.7565
C -0.424 0.769 4.956 0.0 0.0 -0.1 -0.3664
C -0.045 0.933 6.280 0.0 0.0 0.1 -0.8525
C -1.003 1.167 7.254 0.1 0.0 0.0 -0.7198
C -2.347 1.227 6.906 0.0 0.0 0.0 -0.7886
C -2.736 1.056 5.587 0.0 0.1 0.0 -0.8924
H -0.663 -0.931 2.815 0.0 0.0 -0.1 -0.8367
H -2.457 -2.181 3.671 0.0 0.0 0.0 0.1511
H -4.450 -3.537 4.230 0.0 0.0 0.0 0.4559
H -6.708 -2.541 4.072 0.0 0.0 0.0 0.3847
H -6.984 -0.199 3.333 0.0 0.0 0.0 0.4703
H -4.988 1.153 2.745 0.0 0.0 0.0 0.4831
H 0.315 0.590 4.190 0.2 0.0 -0.1 0.4483
H 1.004 0.871 6.544 0.0 0.0 0.0 0.5530
H -0.706 1.305 8.285 0.0 0.0 0.0 0.4282
H -3.095 1.399 7.668 0.0 0.0 0.0 0.4539
H -3.785 1.099 5.327 0.0 0.0 0.0 0.5003
```
Forces are in eV/Å.